Entry i
The following is a DFT calculation (the ωB97M-V functional and the def2-TZVPD basis) of C2H7NO in the gas phase.

Last column: Löwdin charge in e.
Cartesian coordinates (Å):
O 1.67386 0.88980 0.14527  -0.096
N -1.17988 -1.15372 0.43544  -0.007
C 0.22260 0.81217 0.05086  -0.233
C -0.24627 -0.50947 -0.50528  -0.260
H -0.06031 1.64737 -0.59033  0.110
H -1.02163 -0.87871 1.38769  0.051
H -0.76010 -0.26460 -1.44417  0.100
H -0.10699 1.01916 1.06815  0.107
H 0.52492 -1.18832 -0.87250  0.112
H 2.02175 1.76454 -0.02002  0.068
H -1.06795 -2.13822 0.34488  0.048

E_HOMO = -9.20 eV
HOMO-LUMO gap = 10.217 eV
LUMO = 1.017 eV
SMILES string = NCCO

***

Entry ii
The following is a DFT calculation (the ωB97M-V functional and the def2-TZVPD basis) of 2 unconnected molecules or ions with the total composition C2H7NO.

Last column: Löwdin charge in e.
Cartesian coordinates (Å):
O -1.61302 1.60633 -0.86105  -0.058
N -0.58061 -1.24263 0.86781  0.026
C 1.27617 0.03125 -0.04180  -0.037
C 0.79380 -0.92796 0.73451  -0.299
H 1.47144 -1.35508 1.47370  0.097
H -0.97143 2.10718 -0.35093  0.036
H 0.70550 0.42513 -0.86875  0.030
H -1.10123 -0.70614 0.17697  0.057
H -1.57123 1.90426 -1.77120  0.037
H -0.68840 -2.23757 0.67388  0.077
H 2.27901 0.39522 -0.03312  0.033

E_HOMO = -8.64 eV
HOMO-LUMO gap = 9.546 eV
LUMO = 0.901 eV
SMILES string = C=CN.O

***

Entry iii
The following is a DFT calculation (the ωB97M-V functional and the def2-TZVPD basis) of 2 unconnected molecules or ions with the total composition C2H7NO.

Last column: Löwdin charge in e.
Cartesian coordinates (Å):
O 3.03346 0.12076 0.52752  -0.051
N 2.31869 0.75230 -0.20941  0.007
C -0.46877 -0.87032 0.14694  -0.194
C -1.46333 0.26133 -0.22659  -0.178
H -0.69597 -1.82411 -0.41157  0.070
H -1.46593 1.12475 0.50482  0.071
H -1.07610 0.66649 -1.18787  0.064
H -2.46955 -0.15773 -0.27822  0.051
H 2.26374 1.75936 0.12326  0.076
H 0.57154 -0.61524 -0.19282  0.020
H -0.54777 -1.21761 1.20396  0.066

E_HOMO = -9.72 eV
HOMO-LUMO gap = 9.269 eV
LUMO = -0.448 eV
SMILES string = N=O.CC

***

Entry iv
The following is a DFT calculation (the ωB97M-V functional and the def2-TZVPD basis) of 2 unconnected molecules or ions with the total composition C2H7NO.

Last column: Löwdin charge in e.
Cartesian coordinates (Å):
O -1.59176 0.49930 -2.39652  -0.054
N -0.51035 -0.71494 0.53740  0.012
C 0.81388 -0.68511 0.80264  -0.281
C 1.31475 0.55589 1.17935  -0.028
H 1.30838 -1.64335 1.01765  0.110
H 2.24218 0.98424 1.44868  0.012
H -1.08638 -0.20325 -1.87377  0.055
H -1.13608 1.28796 -2.38400  -0.019
H 0.54881 1.35505 1.13782  0.043
H -1.06578 0.09581 0.45517  0.073
H -0.83765 -1.53161 0.07558  0.078

E_HOMO = -8.11 eV
HOMO-LUMO gap = 8.995 eV
LUMO = 0.884 eV
SMILES string = C=CN.O

***

Result of the stability comparison: entry iii is the least stable of them.

***

Entry i
The following is a DFT calculation (the ωB97M-V functional and the def2-TZVPD basis) of 2 unconnected molecules or ions with the total composition C2H7NO.

Last column: Löwdin charge in e.
Cartesian coordinates (Å):
O -0.11215 1.32275 -0.75703  0.012
N -0.18166 -0.24697 -2.37037  0.105
C 0.47136 0.57796 -1.50363  -0.421
C -0.17440 -0.21620 2.37920  -0.048
H 0.78939 -0.36464 1.90365  0.011
H -0.56126 -1.18717 2.69551  0.014
H -1.11262 -0.07776 -2.70879  0.099
H 1.56515 0.52714 -1.61078  0.125
H 0.30894 -0.95912 -2.88474  0.086
H -0.86766 0.16213 1.63601  0.003
H -0.12511 0.46189 3.22097  0.013

E_HOMO = -10.22 eV
HOMO-LUMO gap = 11.146 eV
LUMO = 0.928 eV
SMILES string = NC=O.C

***

Entry ii
The following is a DFT calculation (the ωB97M-V functional and the def2-TZVPD basis) of 2 unconnected molecules or ions with the total composition C2H7NO.

Last column: Löwdin charge in e.
Cartesian coordinates (Å):
O 1.18983 2.23186 -0.37102  -0.062
N -0.08909 -0.87847 -1.02746  -0.009
C -0.87436 -0.81948 0.19535  -0.309
C -0.47431 -0.96322 1.47654  -0.067
H 0.63985 -1.25076 1.66615  0.079
H 0.26781 2.42266 -0.39877  0.010
H 0.90861 -1.01559 -1.10727  0.069
H -0.50923 -0.75888 -1.99339  0.107
H -1.97726 -0.71055 -0.04560  0.111
H -1.23779 -0.95431 2.32077  0.061
H 1.10506 1.25802 -0.31287  0.010

E_HOMO = -8.63 eV
HOMO-LUMO gap = 9.497 eV
LUMO = 0.868 eV
SMILES string = C=CN.O

***

Entry iii
The following is a DFT calculation (the ωB97M-V functional and the def2-TZVPD basis) of 2 unconnected molecules or ions with the total composition C2H7NO.

Last column: Löwdin charge in e.
Cartesian coordinates (Å):
O 1.31820 0.47350 -0.01454  0.015
N -0.64080 0.92997 -1.09072  0.113
C -0.71565 -2.12075 1.28174  -0.055
C 0.46035 1.24592 -0.35148  -0.433
H 0.50717 2.32325 -0.13131  0.122
H -1.34925 1.64517 -1.19434  0.093
H -0.30275 -2.69639 0.45855  0.016
H -0.98314 -2.86889 2.03099  0.012
H -1.61151 -1.60179 0.94102  0.011
H 0.04061 -1.50018 1.75079  0.014
H -0.89926 -0.03467 -1.21885  0.094

E_HOMO = -10.12 eV
HOMO-LUMO gap = 11.038 eV
LUMO = 0.914 eV
SMILES string = NC=O.C

***

Entry iv
The following is a DFT calculation (the ωB97M-V functional and the def2-TZVPD basis) of 2 unconnected molecules or ions with the total composition C2H7NO.

Last column: Löwdin charge in e.
Cartesian coordinates (Å):
O -1.45028 0.98509 -1.66845  -0.064
N -0.19077 -0.94531 1.68896  0.039
C 1.49106 -0.29193 -0.11074  -0.057
C 0.37145 -0.33605 0.52414  -0.328
H 2.15189 -1.13930 0.16309  0.054
H -1.74677 1.88739 -1.69575  0.028
H -1.96832 0.66285 -2.44230  0.066
H -0.59299 -0.18750 2.23996  0.083
H 1.81307 0.40591 -0.87726  0.052
H 0.45258 -1.45913 2.19585  0.036
H -0.33092 0.41799 -0.01749  0.091

E_HOMO = -8.41 eV
HOMO-LUMO gap = 9.140 eV
LUMO = 0.733 eV
SMILES string = C=CN.O

***

Result of the stability comparison: entry iv is the least stable of them.

***

Entry i
The following is a DFT calculation (the ωB97M-V functional and the def2-TZVPD basis) of 2 unconnected molecules or ions with the total composition C5H8N.

Last column: Löwdin charge in e.
Cartesian coordinates (Å):
N -0.24622 -0.42143 -1.17679  -0.098
C -0.06465 -1.45927 -1.82943  0.194
C 0.34371 0.37809 -0.29144  0.009
C -0.33902 1.70254 -0.52792  -0.035
C 0.97123 -0.44347 2.39259  0.205
C -1.20695 0.49821 -0.70977  -0.024
H 0.04669 -1.10323 2.19190  0.052
H -0.46541 2.33032 0.42044  0.146
H -1.94712 0.18737 0.03804  0.153
H -0.93433 -1.85797 -2.27415  0.120
H 1.96168 -0.66101 2.07605  -0.010
H 0.13906 2.29935 -1.38155  0.143
H 0.78148 -1.89192 -2.07816  0.076
H 0.95986 0.44243 3.15019  0.069

E_HOMO (spin up / spin down) = -13.93 / -13.20 eV
HOMO-LUMO gap (spin up / spin down) = 8.968 / 6.530 eV
LUMO (spin up / spin down) = -4.965 / -6.667 eV
Total charge = +1

***

Entry ii
The following is a DFT calculation (the ωB97M-V functional and the def2-TZVPD basis) of a gas-phase ion, C5H8N (charge +1).

Last column: Löwdin charge in e.
Cartesian coordinates (Å):
N -1.19542 0.87080 -0.49926  0.198
C 2.04065 -0.25056 -0.95445  0.069
C -0.36656 -0.18643 -0.15213  -0.603
C -0.84536 -1.17260 0.86623  -0.091
C 1.07735 0.23399 -0.14322  -0.121
C -0.96847 -1.55370 -0.52405  0.265
H -1.02359 0.91073 -1.60283  0.251
H -1.84557 -0.82076 1.22909  0.151
H -0.24049 -1.79238 1.51500  0.145
H 3.12623 -0.07349 -0.75083  0.091
H -2.24199 0.74365 -0.32002  0.208
H -0.78339 1.75452 -0.00322  0.222
H 1.84633 -1.06726 -1.72676  0.103
H 1.22417 1.14354 0.43476  0.112

E_HOMO = -13.74 eV
HOMO-LUMO gap = 8.075 eV
LUMO = -5.662 eV
Total charge = +1

***

Entry iii
The following is a DFT calculation (the ωB97M-V functional and the def2-TZVPD basis) of a gas-phase ion, C5H8N (charge +1).

Last column: Löwdin charge in e.
Cartesian coordinates (Å):
N 0.29659 -0.38297 -0.89558  0.090
C -1.02345 -0.23173 -0.10401  -0.062
C -0.66426 0.83409 -1.11344  0.114
C 0.22822 -0.25045 0.63776  -0.196
C 0.98133 0.84999 1.33566  -0.008
C -0.68018 -1.46778 -0.87723  0.002
H -0.25386 1.78205 -0.73840  0.132
H 1.49308 1.69954 0.82845  0.120
H 0.33195 1.34993 2.01469  0.088
H 0.54081 -1.22377 1.07451  0.162
H -0.31037 -2.36611 -0.33507  0.147
H 1.54770 0.25301 2.04815  0.095
H -1.28313 -1.77308 -1.81814  0.178
H -1.20443 0.92726 -2.05735  0.140

E_HOMO = -17.16 eV
HOMO-LUMO gap = 12.957 eV
LUMO = -4.203 eV
SMILES string = C[C@H]1[C@]23C[N@@+]12C3
Total charge = +1

***

Entry iv
The following is a DFT calculation (the ωB97M-V functional and the def2-TZVPD basis) of a gas-phase ion, C5H8N (charge +1).

Last column: Löwdin charge in e.
Cartesian coordinates (Å):
N 0.87903 1.28585 -0.51027  0.174
C -0.03355 0.31013 0.25651  -0.227
C -0.69046 -1.37380 -1.78339  0.106
C -1.08063 -1.92046 -0.66265  0.086
C 0.04773 0.46445 1.77594  -0.039
C -0.32711 -0.73822 -0.54101  -0.178
H -1.55859 -2.73252 -0.06063  0.154
H 1.02445 0.33314 2.17792  0.063
H -0.47543 -0.42629 2.24196  0.113
H -0.35647 1.40182 2.16100  0.082
H 1.86346 0.98537 -0.64141  0.172
H 0.95018 2.25956 -0.07332  0.193
H -0.74653 -1.30740 -2.86222  0.125
H 0.50392 1.45838 -1.47843  0.178

E_HOMO = -12.93 eV
HOMO-LUMO gap = 9.400 eV
LUMO = -3.534 eV
SMILES string = CC([NH3+])=C1C=C1
Total charge = +1

***

Result of the stability comparison: entry i is the least stable of them.